Entry 1:
17
Properties=species:S:1:pos:R:3:forces:R:3 method="wB97M-V/def2-TZVPD" lumo_ev=1.19 orbital_gap_ev=10.271 homo_ev=-9.1 total_charge=0 de_lowest_ev=1.0935 smiles="C=CC[C@@H](C)N"
C -0.179447 1.872007 -0.129959 -0.528 -0.195 -0.128
C 0.488276 0.582872 -0.620839 1.036 0.515 0.600
C 0.250280 -0.516195 0.434810 -0.470 -0.055 0.568
C -1.048891 -1.237905 0.147105 -0.621 0.275 -0.703
C -1.542620 -2.356398 0.658743 1.211 -0.170 0.990
N 1.887127 0.936351 -0.858030 0.042 -0.486 -0.649
H -0.141319 2.707201 -0.828799 0.107 -0.194 -0.181
H -1.220598 1.689007 0.121613 -0.243 -0.013 -0.062
H 0.283091 2.202459 0.804244 0.189 -0.114 -0.059
H 0.107576 0.212519 -1.573239 -0.284 0.257 -0.056
H 0.246606 -0.020564 1.407061 -0.123 -0.030 0.224
H 1.049051 -1.258108 0.517382 0.091 0.123 -0.412
H -1.627555 -0.781206 -0.656341 0.230 -0.211 -0.335
H -2.245878 -3.025946 0.192230 -0.658 0.509 0.013
H -1.097353 -2.717099 1.589117 0.116 -0.346 -0.329
H 2.495891 0.141647 -1.006866 -0.079 0.064 0.094
H 2.295761 1.569358 -0.198233 -0.015 0.073 0.427

***

Entry 2:
21
Properties=species:S:1:pos:R:3:forces:R:3 method="wB97M-V/def2-TZVPD" lumo_ev=0.27 orbital_gap_ev=9.735 homo_ev=-9.5 total_charge=0 de_lowest_ev=2.8928 smiles="CCNCC=O.O.O"
C -0.058071 2.199700 0.828821 0.648 1.652 -0.272
C -1.048061 1.645850 -0.161102 -0.875 0.943 -1.731
N -1.292535 0.240390 -0.446958 0.371 -0.415 2.440
C -1.412092 -0.458874 0.902906 1.267 -0.304 -2.374
C -1.335708 -1.952233 0.777510 2.112 -0.183 -0.651
O -0.256160 -2.536222 0.584059 -3.118 0.804 0.544
H -0.135092 3.353979 0.676035 0.334 -1.983 0.513
H 1.007190 1.900404 0.774830 -0.613 0.029 -0.462
H -0.388029 1.963515 1.806974 -0.189 0.075 1.277
H -0.785067 2.129937 -1.108290 -0.354 -0.244 -0.152
H -2.045644 2.036193 0.117006 0.396 0.158 -0.021
H -0.594434 -0.144586 -1.035950 1.070 -0.457 -0.271
H -0.757973 -0.167511 1.703860 1.009 0.340 0.054
H -2.341850 -0.116137 1.164366 -2.599 0.241 1.176
H -2.313536 -2.436794 0.844084 0.126 -0.805 -0.011
H 3.019419 -0.494438 -1.930909 0.478 -0.175 1.106
H 2.177199 -1.108174 -2.919684 -1.818 -4.835 -1.586
O 2.459243 -0.312203 -2.663462 1.182 5.132 0.332
H 1.266022 -1.974382 -0.080741 -3.937 -1.130 1.516
H 2.722032 -1.997689 0.460390 -1.402 0.232 -1.157
O 2.113154 -1.770715 -0.293752 5.914 0.925 -0.270